Entry 1:
Here is 2 unconnected molecules or ions with the total composition C4H5BrNO2 at a distorted geometry from the OMol25 dataset. Energies are from ωB97M-V/def2-TZVPD.

Properties
Kohn-Sham gap, eV: 8.6248
HOMO energy, eV: -4.869

Geometry as ORCA input:
```
! wB97M-V def2-TZVPD RIJCOSX def2/J DEFGRID3
* xyz -1 1
Br 2.0242 2.4554 0.2080
O 0.8867 2.1955 2.7265
O -0.5473 1.6977 1.0237
N -0.6184 -0.8432 -1.9243
C 0.3992 1.9964 1.6745
C 0.2109 0.0641 -1.7915
C -0.9594 -1.4282 0.6316
C -0.4478 -1.8679 -0.5044
H 0.3024 1.0412 -2.3630
H 1.1335 0.1153 -1.1268
H -1.1094 -0.3918 0.8171
H -1.0883 -2.1519 1.4848
H -0.1863 -2.8824 -0.8564
*
```

These are the Löwdin partial charges, in e, on atoms 1 to 4:
1. Br 0.15
2. O -0.01
3. O -0.04
4. N 0.00

Entry 2:
Here is 2 unconnected molecules or ions with the total composition C4H12N2O at a distorted geometry from the OMol25 dataset. Energies are from ωB97M-V/def2-TZVPD.

Properties
Kohn-Sham gap, eV: 9.5592
HOMO energy, eV: -8.613
Structure (SMILES): C=CO.CNNC

Geometry as ORCA input:
```
! wB97M-V def2-TZVPD RIJCOSX def2/J DEFGRID3
* xyz 0 1
O -0.7063 1.6578 -1.2209
N -0.7510 -1.6183 0.3988
N -0.4052 -0.2146 0.8121
C 1.5366 2.2532 -0.8673
C 0.2843 2.5801 -1.1832
C 0.6351 -0.1728 1.8222
C 0.0553 -2.1731 -0.6394
H 1.5899 -0.3989 1.3476
H -0.2924 0.7867 -1.1160
H -1.3448 0.0247 1.1261
H -0.7720 -2.2820 1.1372
H -0.1275 3.5455 -1.3834
H 0.5416 0.9014 2.2045
H -0.2696 -3.2395 -0.5805
H 1.9211 1.3157 -0.4776
H 1.1791 -2.0854 -0.5274
H -0.1698 -1.6275 -1.6371
H 0.3197 -0.8859 2.6514
H 2.1162 3.0823 -0.8532
*
```

These are the Löwdin partial charges, in e, on atoms 1 to 4:
1. O -0.04
2. N -0.16
3. N -0.14
4. C 0.00

Entry 3:
Here is a gas-phase ion, C9H18NO (charge +1) at a distorted geometry from the OMol25 dataset. Energies are from ωB97M-V/def2-TZVPD.

Properties
Kohn-Sham gap, eV: 10.4496
HOMO energy, eV: -13.807

Geometry as ORCA input:
```
! wB97M-V def2-TZVPD RIJCOSX def2/J DEFGRID3
* xyz 1 1
O -0.2498 -1.6478 0.2891
N 0.8790 0.4540 -0.6436
C 0.9983 -1.3768 0.9242
C 0.7489 1.8776 -0.2356
C -0.8070 -0.5730 -0.1391
C -3.2267 -0.8245 -0.2486
C 2.9585 0.3012 0.7853
C -1.9303 -0.0550 -0.4795
C 1.7942 -0.4540 -0.0265
C -4.3414 0.0676 0.2789
C 2.4681 -1.3038 -1.1581
H -2.1211 0.8415 -0.9634
H 0.8362 -0.9989 1.8803
H 1.4343 2.5311 -0.6838
H 0.9172 1.9274 0.8149
H -0.2827 2.1292 -0.4710
H -5.2248 -0.4328 0.7905
H -3.2524 -1.7291 0.4181
H -3.4518 -1.1711 -1.2119
H 1.4867 -2.4603 1.1472
H 3.2199 -1.7831 -0.6360
H 2.6355 0.8892 1.5805
H -4.7856 0.8318 -0.4764
H -3.8512 0.7905 1.1005
H 0.7003 0.5564 -1.6634
H 2.7699 -0.8691 -2.1754
H 3.6789 -0.3130 1.3032
H 3.4987 0.8214 0.1423
H 1.6770 -1.9793 -1.3481
*
```

These are the Löwdin partial charges, in e, on atoms 1 to 4:
1. O 0.05
2. N 0.01
3. C -0.06
4. C 0.00

Entry 4:
Here is 4 unconnected molecules or ions with the total composition CH10O3S from the OMol25 dataset. Energies are from ωB97M-V/def2-TZVPD.

Properties
Kohn-Sham gap (spin up / spin down), eV: 9.3656 / 4.3918
HOMO energy (spin up / spin down), eV: -14.180 / -14.180
⟨S²⟩: 0.753

Geometry as ORCA input:
```
! wB97M-V def2-TZVPD RIJCOSX def2/J DEFGRID3
* xyz 1 2
S -2.6396 0.0401 -0.7347
O 2.6744 -0.7735 -1.4864
O 2.2963 0.2233 1.2543
O 0.6096 1.1220 -0.8444
C -2.6546 -0.5488 0.9508
H -2.4855 0.3322 1.5770
H 2.5522 -0.0471 0.3564
H 3.1182 0.2405 1.7547
H 1.8996 -0.2260 -1.2830
H -1.7863 -1.2177 1.0595
H 0.9937 1.3477 0.0199
H 3.2410 -0.1786 -1.9903
H -3.9195 -0.2213 -1.0485
H -0.3344 1.0192 -0.7368
H -3.5651 -1.1121 1.1517
*
```

These are the Löwdin partial charges, in e, on atoms 1 to 4:
1. S 1.16
2. O -0.05
3. O -0.07
4. O -0.05

Entry 5:
Here is 2 unconnected molecules or ions with the total composition C9H13NO2 at a distorted geometry from the OMol25 dataset. Energies are from ωB97M-V/def2-TZVPD.

Properties
Kohn-Sham gap, eV: 9.1936
HOMO energy, eV: -8.583
Structure (SMILES): Cc1ccc(O)cc1.CC(N)=O

Geometry as ORCA input:
```
! wB97M-V def2-TZVPD RIJCOSX def2/J DEFGRID3
* xyz 0 1
O -0.5968 0.0875 2.4313
O -4.7191 -1.4067 -0.8741
N -3.3732 -0.1606 -2.2007
C 0.5332 0.1521 1.6628
C 0.8831 1.2909 0.9668
C -3.1300 -0.0010 0.2081
C 1.9624 1.2434 0.0857
C 2.6750 0.0658 -0.0974
C 1.3101 -0.9942 1.5995
C 3.7232 -0.0722 -1.1924
C -3.8184 -0.5974 -0.9889
C 2.3608 -1.0350 0.6908
H -2.8248 1.0343 0.0974
H -2.2654 -0.5524 0.5582
H 4.6170 -0.5635 -0.8356
H 1.2061 -1.8230 2.2693
H -1.0584 0.9359 2.4629
H 0.3499 2.2357 1.0453
H -3.7357 -0.5520 -3.0526
H -2.5502 0.4080 -2.2678
H 3.8431 0.8995 -1.6533
H 2.3077 2.0888 -0.4792
H -3.8413 -0.0550 1.0230
H 2.8861 -1.9579 0.5218
H 3.2558 -0.6710 -1.9810
*
```

These are the Löwdin partial charges, in e, on atoms 1 to 4:
1. O 0.03
2. O 0.04
3. N 0.15
4. C -0.34

Entry 6:
Here is a single C17H17N3O2 molecule at a distorted geometry from the OMol25 dataset. Energies are from ωB97M-V/def2-TZVPD.

Properties
Kohn-Sham gap, eV: 8.4707
HOMO energy, eV: -7.769
Structure (SMILES): Cc1nc(N(C)c2ccc3c(c2)OCC3)c2cc(C)oc2n1

Geometry as ORCA input:
```
! wB97M-V def2-TZVPD RIJCOSX def2/J DEFGRID3
* xyz 0 1
O 0.1577 -0.2359 4.1197
O -2.3001 1.6451 -1.6599
N 0.4055 -1.3668 -1.8302
N 1.9088 -0.0808 -0.5290
N -1.7436 -0.5753 -2.3511
C 2.9716 1.4597 2.7273
C 0.9878 0.1711 3.1033
C -1.4209 0.5792 -1.7730
C -0.8305 -1.5507 -2.3225
C -1.6212 2.6205 -0.9888
C -0.2447 0.8509 -1.1686
C -1.1838 -2.8171 -3.0231
C 1.9183 0.3449 0.8185
C 2.0313 0.9455 3.5950
C -0.3448 2.2384 -0.6801
C 0.5823 0.3875 5.3382
C 0.6952 -0.2066 -1.1796
C 1.8411 1.2212 5.0487
C 0.9018 -0.1216 1.7297
C 3.1055 -0.6589 -1.1816
C 2.9359 1.1488 1.3426
C -2.2376 3.9553 -0.7082
H -0.1561 1.0593 5.7352
H -1.9280 -3.3353 -2.3905
H 3.9281 0.0973 -1.2733
H 3.7377 2.1266 3.1284
H -0.3189 -3.4624 -3.2008
H 1.6179 2.2818 5.2974
H -1.5171 4.6438 -0.2277
H 3.4956 -1.5217 -0.6005
H 3.7033 1.4888 0.6682
H 0.3937 2.8180 -0.1360
H 2.9428 -0.9614 -2.2231
H -1.6319 -2.5769 -3.9953
H 0.7039 -0.3938 6.0831
H 2.6955 0.8553 5.6443
H 0.0969 -0.7194 1.3672
H -3.0564 3.8041 -0.0371
H -2.5845 4.4793 -1.6291
*
```

These are the Löwdin partial charges, in e, on atoms 1 to 4:
1. O -0.01
2. O 0.11
3. N 0.18
4. N -0.07

Entry 7:
Here is a molecular structure, C6H8S at a distorted geometry from the OMol25 dataset. Energies are from ωB97M-V/def2-TZVPD.

Properties
Kohn-Sham gap, eV: 8.5546
HOMO energy, eV: -8.334

Geometry as ORCA input:
```
! wB97M-V def2-TZVPD RIJCOSX def2/J DEFGRID3
* xyz 0 1
S -2.8908 -0.0453 -0.4909
C 0.5642 -1.1236 0.0535
C 1.8867 -0.8898 -0.5193
C -1.7431 -0.3420 0.9133
C 0.1789 1.5006 0.3429
C -0.1743 0.0627 0.6350
C 0.4535 2.6771 -0.1003
H -2.0463 0.2170 1.7414
H 2.6321 0.1268 -0.1368
H -1.9183 1.0791 -1.3864
H 1.9755 -1.3721 -1.5135
H -0.0682 -2.1942 -0.0705
H 0.3249 3.6724 -0.6133
H -1.5552 -1.3899 1.1955
H 2.3802 -1.9788 -0.0507
*
```

These are the Löwdin partial charges, in e, on atoms 1 to 4:
1. S 0.55
2. C -0.17
3. C -0.17
4. C -0.58

Entry 8:
Here is a molecular structure, C11H13BBrNV at a distorted geometry from the OMol25 dataset. Energies are from ωB97M-V/def2-TZVPD.

Properties
Kohn-Sham gap (spin up / spin down), eV: 6.8678 / 7.5420
HOMO energy (spin up / spin down), eV: -3.980 / -4.676
⟨S²⟩: 2.034

Geometry as ORCA input:
```
! wB97M-V def2-TZVPD RIJCOSX def2/J DEFGRID3
* xyz -1 3
Br 1.1522 1.3091 -1.8182
V -0.0819 -0.2987 -0.3528
N -1.1663 1.6795 0.0660
C 1.4921 -1.1076 0.8612
C 0.5781 -2.5211 -1.4171
C -1.3291 -1.2311 -1.8126
C -0.1697 0.0178 2.0094
C 0.8509 0.9392 1.6648
C 0.2265 -1.2697 1.5146
C -1.6308 -2.2061 -0.7964
C -0.4659 -3.0111 -0.5837
C 0.0698 -1.4447 -2.2030
C 1.8605 0.2580 0.9132
C -0.8993 2.8062 0.3307
B -0.5453 4.3305 0.4047
H -0.3353 -2.1960 1.7225
H 0.5440 -1.0464 -3.0977
H -0.3750 4.8304 -0.6912
H 2.0569 -1.9101 0.3724
H -1.4340 4.9255 1.0115
H -1.0167 0.1548 2.6961
H 1.5565 -2.9871 -1.5459
H 2.8099 0.6914 0.5447
H -0.4304 -3.9314 -0.0033
H -2.0588 -0.6741 -2.4005
H 0.4742 4.3849 1.0666
H -2.6358 -2.4670 -0.4539
H 0.9027 1.9750 1.9977
*
```

These are the Löwdin partial charges, in e, on atoms 1 to 4:
1. Br 0.22
2. V 0.48
3. N 0.02
4. C -0.24

Entry 9:
Here is 7 unconnected molecules or ions with the total composition C27H56NO13S6 at a distorted geometry from the OMol25 dataset. Energies are from ωB97M-V/def2-TZVPD.

Properties
Kohn-Sham gap, eV: 9.5678
HOMO energy, eV: -11.718

Geometry as ORCA input:
```
! wB97M-V def2-TZVPD RIJCOSX def2/J DEFGRID3
* xyz 1 1
S 3.9753 0.6473 -2.1559
S -1.1147 2.7013 -4.4469
S -0.6537 -2.6197 -4.7519
S -2.3677 0.6603 1.3571
S 1.4143 2.2193 2.7671
S -1.8377 -2.7237 5.0161
O -2.3347 -1.4147 4.8501
O -2.3237 0.5313 -0.0919
O -1.3627 3.3953 -5.6909
O 3.8213 0.1153 -3.4649
O -0.0797 -3.9507 -4.5099
O 1.0803 1.3543 1.6681
O 0.0103 1.8223 -4.2569
O 2.8863 0.5013 -1.1689
O -1.3887 0.0373 2.2121
O 2.4813 -2.2477 0.7971
O -1.3687 -1.8867 -3.7689
O 0.8113 3.5383 2.9061
O -0.4157 -2.9627 5.1551
N 0.7403 -0.7257 0.1351
C -4.7247 1.3393 2.2751
C 5.9913 2.1663 -2.0759
C -2.5497 2.3083 1.7891
C 3.1413 1.3093 4.4211
C -1.7437 2.9173 -2.0869
C 0.3953 -1.0157 -6.6109
C -0.4167 -2.0667 -7.2559
C -1.1467 3.7653 -3.1109
C 6.2483 1.0393 -1.0269
C -2.5017 1.8383 -4.0089
C 3.1083 2.6003 2.5221
C 1.6223 1.3933 4.4131
C -3.5207 -4.6237 4.6301
C -3.8797 2.4573 2.6681
C 0.1743 -1.1167 -1.1169
C 3.7733 2.5093 3.6691
C -4.0257 0.2273 1.8151
C 0.7573 -1.5637 -5.2639
C 0.3663 -2.8207 1.8471
C -2.5077 -3.7657 3.8111
C -2.9057 2.1603 -2.7039
C -2.9957 -4.7417 6.1051
C 1.2743 -1.8687 0.9181
C 4.5243 2.4303 -2.1609
C 5.3793 -0.0627 -1.3689
C -2.5887 -3.4497 6.4291
C -1.4187 -2.5257 -6.3139
H -3.7577 -5.2767 6.7051
H 5.8113 -0.7667 -2.1489
H 3.4043 0.5583 3.8321
H 4.8823 2.3483 3.6121
H -3.4717 -2.8217 6.5971
H 4.2973 3.0243 -3.2189
H -3.3397 1.1473 -2.1739
H 1.4603 -0.0127 -0.2829
H 0.9473 -1.8057 -1.3799
H 5.8283 1.4293 -0.1729
H 1.0903 1.8933 5.2421
H -0.8737 -1.6247 -1.0089
H -2.2947 -1.9817 -6.2359
H 1.4413 -0.9517 -7.0239
H -4.5357 -4.0537 4.6361
H -0.9607 2.1723 -1.7449
H 6.5803 3.0783 -1.9199
H -2.8957 -2.9857 2.9971
H -2.3877 2.9003 0.8861
H 1.2763 0.3843 4.2081
H 0.4033 -2.9577 -7.4439
H -0.1087 3.9813 -2.8169
H 4.9773 -0.7397 -0.6139
H -3.9787 2.6843 -2.6579
H 0.1273 -0.2017 -1.6439
H -4.7347 -0.1047 1.0281
H -5.3177 1.6773 1.5561
H -1.7907 -3.5637 -6.5129
H -2.0667 3.6063 -1.1959
H -5.4087 0.9843 3.1051
H -1.5617 -4.3147 3.4991
H 0.8463 -3.2467 2.7801
H -4.3657 3.4733 2.3061
H 3.7713 2.0963 1.7441
H 1.6663 -2.1217 -5.2449
H -0.8617 -1.9287 -8.2579
H 7.1773 0.5803 -0.8329
H 3.6633 3.3833 4.4321
H -1.6817 2.7253 2.4681
H -3.6877 -0.5117 2.6021
H -0.3417 -1.8657 2.1911
H -1.6707 -3.5137 7.0801
H -1.8397 4.5063 -3.2979
H -2.3037 0.7093 -4.2069
H 0.8323 -0.8747 -4.3829
H -2.1027 -5.0897 6.1141
H 0.0033 -0.3087 0.6821
H 3.5133 1.2333 5.5461
H -3.6407 -5.6087 4.0371
H -3.7727 2.5323 3.8101
H 6.3433 1.9093 -2.9259
H 4.2453 2.6633 -1.1499
H -0.3187 -3.5977 1.2091
H -3.3007 1.8833 -4.5379
H -0.2427 -0.2427 -6.6429
H 3.2273 3.6723 2.0051
*
```

These are the Löwdin partial charges, in e, on atoms 1 to 4:
1. S 0.71
2. S 0.66
3. S 0.68
4. S 0.67

Entry 10:
Here is 2 unconnected molecules or ions with the total composition C3H4OS at a distorted geometry from the OMol25 dataset. Energies are from ωB97M-V/def2-TZVPD.

Properties
Kohn-Sham gap (spin up / spin down), eV: 7.4639 / 9.0013
HOMO energy (spin up / spin down), eV: -6.805 / -9.674
⟨S²⟩: 2.009

Geometry as ORCA input:
```
! wB97M-V def2-TZVPD RIJCOSX def2/J DEFGRID3
* xyz 0 3
S 1.2050 0.6552 -1.6905
O -2.1498 -2.4222 -0.8503
C -1.4954 -1.7229 -1.5542
C 0.8689 -0.7264 -0.7163
C 0.8376 0.4986 0.0886
H -1.5438 -1.4120 -2.6022
H -0.1599 0.6108 0.2159
H 1.4374 -1.6031 -0.7333
H 1.4757 0.5917 0.9602
*
```

These are the Löwdin partial charges, in e, on atoms 1 to 4:
1. S 0.80
2. O 0.03
3. C -0.07
4. C -0.52

Entry 11:
Here is a gas-phase ion, C4H12N2O (charge +3) at a distorted geometry from the OMol25 dataset. Energies are from ωB97M-V/def2-TZVPD.

Properties
Kohn-Sham gap (spin up / spin down), eV: 10.5934 / 7.5844
HOMO energy (spin up / spin down), eV: -25.904 / -25.942
⟨S²⟩: 0.759

Geometry as ORCA input:
```
! wB97M-V def2-TZVPD RIJCOSX def2/J DEFGRID3
* xyz 3 2
O 1.7982 0.1603 -1.4081
N -1.8505 1.5063 -1.2998
N 1.0349 -2.1014 0.9943
C -0.8055 1.2617 -0.2234
C 0.9072 -0.5725 0.6771
C 2.0110 -0.0016 -0.2314
C -0.6034 -0.2006 0.3432
H -1.2929 -0.2351 1.1768
H -1.8666 2.5246 -1.4726
H 1.2130 -2.4543 1.9684
H -1.1470 -0.8272 -0.3617
H -1.6686 1.0383 -2.2178
H 0.1361 -2.5531 0.7821
H -1.0947 1.9675 0.5635
H -2.7876 1.2222 -0.9956
H 1.0828 -0.0655 1.6504
H 1.8389 -2.5977 0.5578
H 2.9941 0.2963 0.1640
H 0.1005 1.6318 -0.6673
*
```

These are the Löwdin partial charges, in e, on atoms 1 to 4:
1. O 0.45
2. N 0.23
3. N 0.28
4. C -0.10

Entry 12:
Here is 14 unconnected molecules or ions with the total composition C5H35NO14 at a distorted geometry from the OMol25 dataset. Energies are from ωB97M-V/def2-TZVPD.

Properties
Kohn-Sham gap, eV: 9.9153
HOMO energy, eV: -9.668

Geometry as ORCA input:
```
! wB97M-V def2-TZVPD RIJCOSX def2/J DEFGRID3
* xyz 0 1
O -3.8799 -1.6693 2.3795
O -1.7312 0.7595 -1.6619
O 3.1751 -0.1670 -2.8494
O 4.4880 -0.7064 -0.4487
O -4.0850 -0.2162 -0.7166
O -1.0896 -1.8160 -2.6411
O -1.5059 -2.6084 1.9602
O 1.2729 -1.7189 -1.6247
O 2.2925 -1.5141 0.8870
O -0.4654 -0.6383 3.4996
O -2.3697 -3.0722 -0.6171
O -2.8399 0.6663 3.2749
O -0.7078 2.4082 -3.5473
O 1.9289 2.2096 -2.9487
N 0.5385 1.4889 0.0167
C 1.7644 0.7198 0.2962
C 1.4968 2.3866 2.0734
C 2.5042 1.4049 1.4598
C 0.2264 2.3119 1.2017
C 1.4100 -0.6956 0.6900
H 3.8023 -0.3007 -2.0974
H 0.3644 -0.9938 0.8285
H -1.3283 -0.8790 -2.4105
H 2.4148 -0.7407 -2.5972
H 2.8890 0.7025 2.1935
H -0.1074 3.3088 0.9163
H 1.8951 3.4021 2.1267
H -2.7351 1.1108 2.4255
H 3.3768 1.9346 1.0637
H 0.7388 2.0805 -0.7805
H -1.5170 1.3941 -2.3893
H -4.1037 -1.4153 1.4570
H 0.3637 -1.7987 -2.0626
H -2.4574 -2.2938 2.1512
H 1.2761 2.1609 3.1170
H -1.0310 0.9086 -0.9892
H -1.9049 -2.9356 0.2331
H -0.3079 -1.0969 4.3240
H -0.7698 -1.3638 2.8980
H -1.4552 -3.5021 2.3383
H -3.2667 0.1975 -1.0833
H -1.9633 0.2535 3.4614
H 0.2447 2.3129 -3.3169
H 3.7349 -1.0004 0.1238
H -3.1123 -2.4418 -0.6040
H 1.5297 -2.6302 -1.4198
H 2.3849 1.3251 -2.8774
H -1.5510 -2.3782 -1.9695
H 2.5499 2.7369 -3.4653
H 5.1478 -1.4133 -0.4895
H -4.8145 -0.0312 -1.3173
H -3.6936 -0.8093 2.8290
H -0.8174 2.1452 -4.4656
H -0.5585 1.8247 1.7769
H 2.3584 0.6930 -0.6117
*
```

These are the Löwdin partial charges, in e, on atoms 1 to 4:
1. O -0.05
2. O -0.10
3. O -0.09
4. O -0.07

Computed values of energy above the lowest of the compared OMol25 structures with the same formula, charge and spin (unit: kJ/mol) for the preceding records, in sequence: 171.2; 378.9; 230.5; 0.0; 31.5; 182.5; 680.3; 0.0; 143.7; 249.3; 90.9; 0.0.